The following is a quantum chemistry calculation of a 2-piece molecular cluster, C5H8FIN2 overall at a distorted geometry, from the Open Molecules 2025 dataset.

The charge is 0. As for the total energy: -19108.74422 eV.

Last column: natural (NBO) charge in e.
Element x y z (Å)
C: 0.757 0.507 0.416  0.458
C: 0.733 -2.625 1.537  0.276
C: 1.327 0.704 1.695  -0.745
C: -1.080 1.630 -2.089  -0.657
C: -0.607 0.273 -1.553  0.356
N: 0.677 -3.775 1.682  -0.745
N: -0.310 0.518 -0.170  -0.396
F: 0.349 -0.342 -2.247  -0.330
I: -2.401 0.561 1.172  -0.356
H: 1.959 1.628 1.828  0.263
H: 0.701 0.767 2.507  0.256
H: 2.130 -0.094 1.803  0.272
H: -1.867 1.965 -1.383  0.257
H: -0.141 2.117 -2.226  0.218
H: -1.557 1.501 -3.085  0.220
H: -1.508 -0.495 -1.653  0.179
H: 0.837 -4.839 1.766  0.473

The following is a quantum chemistry calculation of one molecule with the formula C5H8FIO at a distorted geometry, from the Open Molecules 2025 dataset.

The charge is 0. As for the total energy: -18178.18690 eV.

Last column: natural (NBO) charge in e.
Element x y z (Å)
C: 0.674 -1.003 1.657  -0.638
C: 0.086 0.051 0.819  -0.197
C: -0.226 0.002 -0.465  0.250
C: -1.134 0.961 -1.100  -0.652
O: 0.127 -1.050 -1.244  -0.525
C: 1.260 -0.770 -2.192  0.346
F: 1.519 -1.917 -2.837  -0.339
I: 3.060 -0.157 -1.227  0.064
H: -0.007 -1.314 2.417  0.227
H: 1.152 -1.677 1.018  0.227
H: 1.593 -0.527 2.287  0.204
H: -0.272 0.894 1.334  0.197
H: -0.622 1.484 -2.027  0.203
H: -1.624 1.828 -0.435  0.228
H: -1.977 0.448 -1.462  0.224
H: 1.153 -0.097 -3.062  0.181

Record order is preserved below.
ΔE to the lowest compared entry with this formula, charge and spin: 39.77 0.00 kcal per mole